Record 1
DFT (wB97M-V/def2-TZVPD) results for a cluster of 6 separate species, C43H84Br2F2N7O8 in total in a non-equilibrium geometry.

```
146
Properties=species:S:1:pos:R:3:lowdin_charge:R:1
C 1.8645 1.5585 1.0045 0.102
C 2.2211 0.3428 1.4783 -0.060
N 1.7656 -0.1705 2.8032 0.087
C 1.7332 -1.7369 2.7918 -0.283
C 3.0084 -2.4321 3.2776 -0.093
C 3.7124 -3.1284 2.1126 -0.305
C 4.9721 -3.8493 2.5512 -0.606
Br 6.0104 -4.3602 0.9876 0.655
O 0.5835 -2.1020 3.4251 -0.015
C -0.4725 -1.0929 3.0848 -0.316
C -0.9752 -1.5232 1.6722 -0.075
C -0.8339 -0.5435 0.4921 -0.185
C 0.0678 -1.0354 -0.6674 -0.195
C -0.6919 -1.3717 -1.9543 -0.181
C -1.5570 -0.1989 -2.4409 -0.192
C -2.9785 -0.6306 -2.8665 -0.200
C -4.0866 0.0332 -2.0472 -0.212
C -5.4738 -0.5225 -2.4152 -0.188
C -6.1009 -1.5164 -1.4105 -0.189
C -5.1085 -2.3873 -0.6158 -0.204
C -5.6372 -3.8298 -0.5524 -0.202
C -4.8512 -4.7241 0.4375 -0.211
C -3.6167 -5.2966 -0.2540 -0.213
C -2.6627 -6.1601 0.5944 -0.240
C -2.6811 -5.9028 2.1103 -0.113
C -1.5188 -1.3438 4.1538 -0.131
C -2.8090 -0.4872 4.1183 -0.662
C -4.0661 -1.3013 3.8297 -0.128
Br -2.7562 1.0511 2.9157 0.849
C 0.3916 0.1833 3.2386 -0.157
N 0.3504 0.7336 4.6091 0.126
C 1.2827 0.2497 5.5442 -0.492
O 2.1884 0.8717 5.9762 0.209
F 1.0393 -0.9823 5.9258 0.197
C 0.3142 2.1632 4.5985 -0.509
O 1.0348 2.8538 3.9800 0.228
F -0.6468 2.6102 5.3580 0.200
H 2.0182 2.4643 1.5855 0.089
H 1.4683 1.6147 -0.0049 0.082
H 2.9436 -0.2936 0.9815 0.132
H 2.5249 0.0350 3.4664 0.181
H 1.6902 -1.9608 1.7169 0.131
H 2.6535 -3.2152 3.9489 0.142
H 3.6809 -1.7479 3.7995 0.131
H 3.0376 -3.8598 1.6633 0.126
H 3.9606 -2.4247 1.3152 0.091
H 5.6282 -3.2109 3.1347 0.062
H 4.7639 -4.7768 3.0730 0.066
H -0.4411 -2.4382 1.4201 0.125
H -2.0181 -1.8194 1.7604 0.109
H -1.8272 -0.3713 0.0866 0.086
H -0.4694 0.4326 0.7984 0.068
H 0.8176 -0.2740 -0.8918 0.088
H 0.6408 -1.9174 -0.3606 0.099
H -1.2660 -2.2906 -1.8216 0.103
H 0.0495 -1.6006 -2.7234 0.112
H -1.0980 0.3314 -3.2688 0.092
H -1.6833 0.5291 -1.6409 0.085
H -3.1242 -1.7103 -2.7742 0.092
H -3.1279 -0.4072 -3.9235 0.115
H -3.8700 -0.0571 -0.9808 0.095
H -4.0868 1.0921 -2.3145 0.113
H -6.1550 0.3226 -2.5246 0.102
H -5.4398 -1.0040 -3.3934 0.107
H -6.7030 -2.2108 -2.0001 0.105
H -6.8066 -1.0268 -0.7441 0.083
H -5.0039 -1.9880 0.3966 0.098
H -4.1404 -2.4281 -1.1140 0.083
H -5.4370 -4.2516 -1.5408 0.112
H -6.7008 -3.8362 -0.3264 0.110
H -4.5929 -4.0816 1.2798 0.082
H -5.5218 -5.5078 0.7910 0.117
H -3.9985 -5.9360 -1.0542 0.110
H -3.0821 -4.4934 -0.7660 0.096
H -1.6467 -5.9474 0.2544 0.091
H -2.8161 -7.2241 0.4259 0.101
H -3.0103 -4.9004 2.3650 0.041
H -1.6642 -6.0026 2.4964 0.061
H -3.2717 -6.6467 2.6405 0.073
H -1.1022 -1.2914 5.1525 0.112
H -1.8119 -2.3819 4.0089 0.131
H -2.9404 -0.0663 5.1116 0.088
H -4.9413 -0.6861 4.0241 0.079
H -4.0869 -1.5947 2.7813 0.057
H -4.0704 -2.1736 4.4809 0.093
H 0.0037 0.9981 2.6399 0.103
C -10.9587 -1.3513 1.2242 -0.008
C -9.5048 -0.9446 1.2707 -0.544
O -8.6250 -1.6384 0.7855 0.025
N -9.2050 0.2350 1.8761 0.007
C -10.1122 1.1809 2.4997 -0.075
H -11.0302 -2.3055 0.7127 0.083
H -11.3626 -1.4603 2.2311 0.085
H -11.5493 -0.6147 0.6790 0.086
H -8.2210 0.4506 1.8725 0.134
H -10.0426 2.1509 2.0054 0.084
H -9.8552 1.3116 3.5520 0.082
H -11.1359 0.8304 2.4336 0.072
C 1.2261 2.8857 -3.9420 -0.009
C 0.0564 3.3889 -3.1344 -0.549
O -1.0245 2.8175 -3.1100 0.019
N 0.2614 4.5279 -2.4225 0.006
C 1.4744 5.3295 -2.3520 -0.067
H 0.9344 1.9800 -4.4664 0.081
H 1.5329 3.6339 -4.6717 0.079
H 2.0741 2.6617 -3.2941 0.081
H -0.5451 4.8298 -1.8990 0.135
H 1.8254 5.3885 -1.3198 0.078
H 1.2732 6.3418 -2.7034 0.087
H 2.2607 4.9017 -2.9668 0.058
C 4.7184 5.1475 -7.0922 -0.007
C 4.6053 4.1361 -5.9763 -0.548
O 4.0842 4.4189 -4.9026 0.000
N 5.1047 2.9016 -6.2062 0.018
C 5.7527 2.4011 -7.4121 -0.068
H 4.2775 6.0806 -6.7558 0.081
H 5.7637 5.3223 -7.3475 0.087
H 4.1851 4.8051 -7.9794 0.085
H 5.0033 2.2733 -5.4256 0.136
H 5.1834 1.5546 -7.8033 0.085
H 6.7603 2.0736 -7.1806 0.058
H 5.8061 3.1715 -8.1713 0.071
C 3.5326 4.3374 10.3587 -0.012
C 4.3239 3.0544 10.4761 -0.554
O 5.3303 2.9740 11.1543 0.042
N 3.8657 1.9719 9.7842 0.005
C 2.6977 1.8762 8.9290 -0.082
H 4.0221 5.0954 10.9611 0.083
H 3.4982 4.6786 9.3233 0.082
H 2.5146 4.1999 10.7253 0.083
H 4.4357 1.1501 9.9058 0.138
H 2.0162 1.1162 9.3211 0.086
H 3.0006 1.5891 7.9285 0.050
H 2.1740 2.8255 8.8840 0.074
C 9.3189 3.3413 -10.3284 -0.007
C 9.2181 2.2924 -9.2462 -0.538
O 8.6961 2.5283 -8.1656 0.011
N 9.7317 1.0661 -9.5146 0.009
C 10.3817 0.6097 -10.7299 -0.072
H 8.8678 4.2574 -9.9610 0.081
H 10.3612 3.5395 -10.5790 0.087
H 8.7891 3.0230 -11.2268 0.086
H 9.6354 0.4131 -8.7532 0.140
H 9.8343 -0.2326 -11.1549 0.084
H 11.3994 0.2842 -10.5114 0.085
H 10.4217 1.4050 -11.4655 0.071
```

Calculated values
orbital gap	6.84	eV
E	-218277.13549	eV
net charge	+1

***

Record 2
DFT (wB97M-V/def2-TZVPD) results for an isolated molecule of C2H2N2O in a non-equilibrium geometry.

```
7
Properties=species:S:1:pos:R:3:nbo_charge:R:1
C -0.7299 -0.7018 -0.5102 -0.182
C 0.1492 0.1846 -1.0700 0.104
O 0.7561 0.8196 -0.1060 -0.269
N 0.3390 0.2313 1.0681 0.083
N -0.5579 -0.6070 0.8423 -0.191
H -1.4127 -1.3871 -0.9632 0.229
H 0.3802 0.5631 -2.0801 0.226
```

Calculated values
orbital gap	11.40	eV
E	-7131.83766	eV
net charge	0

***

Record 3
DFT (wB97M-V/def2-TZVPD) results for a structure of composition C36H34BrF15GeIrN7O3S in a non-equilibrium geometry.

```
99
Properties=species:S:1:pos:R:3:lowdin_charge:R:1
Ir 0.1752 0.9032 -0.1465 1.251
C 5.5924 2.4612 -0.3485 -0.025
N 4.4384 1.5679 -0.3584 0.061
C 3.1814 1.9442 -0.5381 -0.533
N 2.9218 3.2340 -0.7896 0.243
O 2.2618 1.0643 -0.4367 -0.186
H 6.4874 1.8679 -0.1942 0.106
H 5.5049 3.1898 0.4584 0.102
H 5.6978 2.9877 -1.2981 0.100
H 4.5789 0.5980 -0.1252 0.160
H 3.6553 3.8558 -1.0890 0.126
H 1.9760 3.4589 -1.0416 0.085
C -3.0942 -0.2596 1.6782 -0.022
N -3.8660 0.2991 0.5708 -0.097
C -5.2824 0.4948 0.8826 -0.022
C -3.1757 0.7218 -0.5158 -0.412
O -1.9185 0.9101 -0.3879 -0.228
N -3.7294 0.8992 -1.7263 -0.084
C -5.1371 0.9100 -2.1168 -0.001
C -2.8514 1.1356 -2.8713 -0.012
H -3.6427 -1.1024 2.0961 0.110
H -2.9474 0.4815 2.4703 0.087
H -2.1237 -0.5990 1.3284 0.053
H -5.3912 0.4642 1.9645 0.101
H -5.9035 -0.3040 0.4756 0.104
H -5.6458 1.4588 0.5367 0.103
H -5.8083 0.6054 -1.3339 0.061
H -5.2734 0.2360 -2.9624 0.108
H -5.4126 1.9138 -2.4458 0.113
H -1.8176 0.9696 -2.5980 0.063
H -2.9704 2.1530 -3.2486 0.098
H -3.1171 0.4411 -3.6677 0.109
C -0.6604 4.1595 -2.6600 -0.005
N -0.2732 4.9604 -1.5078 -0.063
C -0.2076 6.4063 -1.7317 -0.124
C -0.3749 7.1451 -0.4209 -0.129
C 0.6520 6.6151 0.5562 -0.125
N 0.5690 5.1549 0.6422 -0.058
C 1.0751 4.5450 1.8631 -0.009
C 0.0712 4.3849 -0.3418 -0.469
O -0.0351 3.1265 -0.1767 -0.171
H -1.6748 4.4175 -2.9674 0.104
H -0.6186 3.1068 -2.4027 0.060
H 0.0106 4.3644 -3.4961 0.110
H -0.9972 6.6799 -2.4310 0.137
H 0.7466 6.6605 -2.2043 0.141
H -1.3807 6.9826 -0.0288 0.133
H -0.2339 8.2140 -0.5680 0.137
H 0.4805 7.0237 1.5515 0.138
H 1.6601 6.9013 0.2405 0.139
H 0.2988 4.5109 2.6326 0.095
H 1.9006 5.1474 2.2367 0.109
H 1.4173 3.5344 1.6598 0.065
Br -1.7926 2.7661 4.8122 0.877
C -0.5113 1.6896 3.9625 -0.655
C 0.3626 0.8777 4.6781 -0.027
C 1.2723 0.0947 3.9807 0.009
C 1.2948 0.1475 2.6013 -0.097
N 0.4458 0.9326 1.9346 -0.062
C -0.4404 1.6981 2.5833 -0.202
H 0.3336 0.8663 5.7598 0.134
H 1.9553 -0.5604 4.5029 0.133
H 1.9889 -0.4368 2.0183 0.106
H -1.0852 2.3260 1.9837 0.109
F 2.8871 -5.0922 1.2791 0.126
C 3.3128 -4.7028 0.0798 -0.207
C 2.4394 -4.0394 -0.7723 -0.137
C 2.8926 -3.6796 -2.0347 -0.223
F 2.0195 -3.0593 -2.8448 0.082
C 4.1806 -3.9417 -2.4493 -0.131
F 4.5961 -3.5861 -3.6534 0.161
C 5.0478 -4.5805 -1.5675 -0.109
F 6.2907 -4.8034 -1.9273 0.189
C 4.6139 -4.9712 -0.3048 -0.125
F 5.4422 -5.5850 0.5194 0.170
Ge 0.5652 -3.6878 -0.3798 0.923
S 0.2484 -1.3869 -0.4659 0.552
C -0.5352 -4.6012 -1.6988 -0.143
C -0.2838 -5.9578 -1.8269 -0.218
F 0.6723 -6.4818 -1.0470 0.114
C -0.9953 -6.7501 -2.7053 -0.122
F -0.7511 -8.0416 -2.8012 0.176
C -1.9819 -6.1582 -3.4899 -0.107
F -2.6705 -6.8895 -4.3352 0.190
C -2.2460 -4.7982 -3.3787 -0.127
F -3.1883 -4.2344 -4.1204 0.153
C -1.5250 -4.0383 -2.4791 -0.215
F -1.7927 -2.7265 -2.3412 0.049
C 0.0744 -4.1594 1.4524 -0.145
C -0.9425 -5.0449 1.7819 -0.199
F -1.6879 -5.5604 0.8072 0.127
C -1.2082 -5.3776 3.1004 -0.124
F -2.1736 -6.2255 3.3981 0.173
C -0.4718 -4.7787 4.1150 -0.110
F -0.7543 -5.0367 5.3722 0.187
C 0.5344 -3.8688 3.8086 -0.128
F 1.2019 -3.2445 4.7762 0.137
C 0.7988 -3.5919 2.4875 -0.245
F 1.7784 -2.7223 2.1614 0.047
```

Calculated values
orbital gap (alpha / beta)	5.55 / 4.75	eV
E	-235424.52023	eV
spin multiplicity	2
net charge	+3

***

Question: Number 3 is which compound?
Answer: C36H34BrF15GeIrN7O3S

***

Question: E of number 2 (C2H2N2O)?
Answer: -7131.83766 eV